Below is a single C14H17N3O3 molecule at a distorted geometry, with properties calculated with the ωB97M-V functional and the def2-TZVPD basis.

Last column: Mulliken charge in e.
Positions of all 37 atoms, in Å:
C 4.9254 -1.9635 -1.0524  -1.632
C 3.6137 -1.2440 -1.2719  0.640
N 3.7279 -0.3524 -2.4481  -0.774
C 3.4057 -0.2964 -0.1322  0.054
O 4.3596 0.2609 0.4549  -0.631
N 2.2006 0.6168 -0.1540  -0.184
C 0.7713 0.1614 -0.3275  0.463
C -0.0858 1.3189 0.2509  -0.979
C -1.5720 1.3593 0.4239  0.238
C -2.5084 2.3384 -0.0414  -1.021
N -3.7672 2.0253 0.2292  -0.022
C -3.7792 0.9396 1.1185  -0.283
C -4.7687 0.2756 1.7899  -0.763
C -4.4138 -0.9184 2.3571  -0.375
C -3.1571 -1.5031 2.3666  -0.720
C -2.0692 -0.7334 1.8170  -0.572
C -2.4614 0.3863 1.0559  1.477
C 0.2111 0.0132 -1.7740  0.359
O 0.9303 -0.0313 -2.7912  -0.705
O -1.0758 -0.0676 -1.9786  -0.449
H 4.8014 -2.7255 -0.3222  0.385
H 5.3909 -2.2648 -1.9496  0.434
H 5.7635 -1.4292 -0.5407  0.264
H 2.7295 -1.8870 -1.5004  0.369
H 2.7675 -0.2214 -2.6677  0.501
H 4.0641 0.5692 -2.1211  0.299
H 2.3430 1.2845 0.5671  0.292
H 0.5227 -0.8681 0.1481  0.195
H 0.1746 2.1889 -0.3960  0.453
H 0.2386 1.7490 1.2336  0.426
H -2.2428 3.3219 -0.3382  0.448
H -4.5918 2.5048 0.1472  0.133
H -5.8301 0.6085 1.6292  0.274
H -5.1382 -1.4423 2.9847  0.324
H -2.9538 -2.4629 2.8030  0.430
H -1.0752 -1.1133 1.6675  0.278
H -1.4507 -0.3981 -1.2369  0.372

Cartesian forces (eV/Å) of the 6 atoms listed first:
0.874 0.425 1.452
0.604 -0.016 -0.485
0.674 0.219 0.845
0.247 5.391 0.810
-2.183 -2.164 -0.664
-0.298 -3.889 -1.256

**E_tot**: -933.59500 a.u.
**Energy above the lowest of the compared OMol25 structures with the same formula, charge and spin**: 4.390 eV
**SMILES**: C[C@H](N)C(=O)N[C@@H](Cc1c[nH]c2ccccc12)C(=O)O
**LUMO level**: 0.42 eV

=====

Below is a molecular structure, C46H40AuGeN4O4 at a distorted geometry, with properties calculated with the ωB97M-V functional and the def2-TZVPD basis.

Last column: Mulliken charge in e.
Positions of all 96 atoms, in Å:
Au -24.8869 -9.5635 -0.1080  0.430
O -24.2575 -8.0722 -1.4432  -0.825
C -23.4900 -7.3499 -0.7250  0.663
O -23.2188 -7.6019 0.4832  -0.776
C -22.8537 -6.1219 -1.3139  -0.964
C -22.3035 -5.1482 -0.2206  -0.594
Ge -20.4305 -5.3423 0.3708  0.955
C -20.1824 -4.1673 1.8415  0.194
C -19.2962 -3.0728 1.7848  -0.205
C -19.0589 -2.2936 2.9117  -0.517
C -19.6600 -2.5929 4.1425  -0.530
C -20.4839 -3.7287 4.2312  -0.590
C -20.7602 -4.4858 3.0934  -0.548
C -19.5984 -6.9719 0.9411  0.120
C -18.1933 -7.0723 1.0227  -0.223
C -17.6069 -8.3266 1.2780  -0.547
C -18.3708 -9.4699 1.4929  -0.534
C -19.7683 -9.3463 1.5371  -0.439
C -20.3645 -8.1183 1.2289  -0.457
C -19.5217 -4.7091 -1.2262  0.434
C -18.8243 -5.5764 -2.0740  -0.284
C -18.3663 -5.1201 -3.3209  -0.589
C -18.6772 -3.8282 -3.7690  -0.509
C -19.4066 -2.9647 -2.9291  -0.685
C -19.8198 -3.4076 -1.6657  -0.523
H -23.5963 -5.6182 -1.9506  0.435
H -22.0749 -6.4364 -2.0455  0.353
H -22.8633 -5.3234 0.7292  0.273
H -22.4301 -4.0856 -0.5510  0.626
H -18.7675 -2.8496 0.8529  0.281
H -18.3815 -1.4510 2.7594  0.347
H -19.4366 -2.0297 5.0313  0.378
H -20.8947 -3.9731 5.2066  0.376
H -21.4217 -5.3576 3.1619  0.366
H -17.5442 -6.2177 0.8000  0.383
H -16.5292 -8.3896 1.2513  0.364
H -17.9277 -10.4551 1.6072  0.391
H -20.3997 -10.2109 1.8011  0.485
H -21.4536 -8.0372 1.2254  0.397
H -18.5867 -6.6013 -1.7676  0.354
H -17.7703 -5.7912 -3.9587  0.351
H -18.2728 -3.4417 -4.7067  0.336
H -19.6563 -1.9401 -3.2539  0.341
H -20.3467 -2.6776 -1.0256  0.347
N -19.3091 -16.8890 4.8887  -0.542
C -20.1107 -16.1060 4.5114  0.104
C -21.0583 -15.1711 4.0912  0.530
C -20.7356 -14.3380 3.0213  -1.129
C -21.6767 -13.3932 2.6072  -0.309
C -22.8723 -13.2283 3.2903  1.494
C -23.1694 -14.0336 4.3784  -0.423
C -22.2870 -15.0622 4.7104  -0.869
N -23.8082 -12.2858 2.7597  0.392
C -25.1637 -12.1628 3.0863  -0.211
C -25.7184 -11.3644 2.1505  -0.363
N -24.6726 -10.8560 1.3672  -0.418
C -23.5463 -11.4346 1.7561  0.282
H -19.7806 -14.4398 2.4842  0.402
H -21.4543 -12.8215 1.6712  0.264
H -24.1362 -13.9446 4.9345  0.293
H -22.5369 -15.7754 5.5099  0.419
H -25.6271 -12.6982 3.8841  0.315
H -26.7545 -11.1079 1.9793  -0.054
H -22.5970 -11.3316 1.2484  0.147
C -27.1869 -3.1598 1.1800  -1.353
C -28.1394 -4.3295 1.0643  1.153
C -29.5139 -4.0772 1.1635  -0.924
C -30.4436 -5.1048 1.0104  -0.812
C -30.0104 -6.4113 0.7382  -0.447
C -28.6432 -6.6562 0.5954  0.031
N -28.2131 -7.9279 0.2323  0.030
C -28.7193 -9.1523 0.6455  0.069
C -29.4961 -9.2519 1.8061  -0.186
C -30.1612 -10.4395 2.1012  -0.636
C -30.0078 -11.5793 1.3033  -0.598
C -29.1649 -11.5486 0.2030  -0.495
C -28.5361 -10.3439 -0.1469  0.475
C -27.6328 -10.3196 -1.3661  0.170
O -27.7657 -11.2178 -2.2090  -0.780
O -26.7260 -9.3605 -1.4699  -0.802
C -27.6683 -5.6416 0.8006  0.366
C -26.2044 -5.9271 0.7103  -1.051
H -27.7913 -2.2382 1.2384  0.368
H -26.5171 -3.0660 0.3146  0.278
H -26.5640 -3.2101 2.0885  0.294
H -29.8219 -3.0425 1.2706  0.277
H -31.5299 -4.9221 1.1166  0.322
H -30.7232 -7.2215 0.5960  0.514
H -27.4535 -8.0187 -0.4588  0.417
H -29.6101 -8.3623 2.4584  0.479
H -30.8113 -10.4732 2.9765  0.350
H -30.5103 -12.5051 1.5381  0.382
H -28.9627 -12.4176 -0.4378  0.432
H -26.0024 -7.0129 0.7685  0.033
H -25.6683 -5.4541 1.5429  0.426
H -25.7155 -5.5575 -0.2044  0.257

Cartesian forces (eV/Å) of the 6 atoms listed first:
0.003 -0.553 -0.364
0.699 1.256 -0.252
0.243 -0.622 1.307
-0.188 0.539 -0.927
0.459 0.834 -0.504
-0.612 -0.453 0.336

**E_tot**: -4509.57181 a.u.
**Energy above the lowest of the compared OMol25 structures with the same formula, charge and spin**: 0.000 eV
**Total charge**: -1
**LUMO level**: 1.17 eV